Record 1
# C23H31N5O5

A single C23H31N5O5 molecule (ωB97M-V/def2-TZVPD, the Open Molecules 2025 dataset).

```
64
Properties=species:S:1:pos:R:3:forces:R:3
O 2.3716 0.6656 3.8966 0.0 0.1 0.2
O 1.0803 -0.5106 -0.5951 0.3 -0.4 0.0
O 0.2215 -5.1306 5.2765 0.4 0.4 -0.2
O 1.7006 -3.6301 6.6784 -0.2 -0.1 -0.4
O -0.5532 -4.3927 2.6049 0.3 0.1 0.5
N 2.3233 -0.2072 1.8142 -0.1 -0.2 -0.3
N -3.9547 3.2475 -5.0056 0.0 0.0 -0.1
N 0.0456 2.7661 -5.2109 0.2 -0.1 -0.1
N -3.0613 2.1982 -3.2833 -0.2 -0.2 0.4
N -0.1908 1.1823 -1.3322 -0.2 -0.1 -0.1
C -2.6012 3.2478 -5.2036 0.4 -0.1 0.1
C 0.7766 0.6746 -0.5461 -0.1 0.5 0.2
C -1.8309 3.8447 -6.3202 0.1 0.0 -0.1
C -0.8623 -5.8970 4.8064 -0.4 -0.4 -0.1
C 2.6602 1.0060 1.1194 -0.1 0.2 -0.1
C -0.5936 2.3671 -3.9559 0.2 -0.2 0.2
C 1.4280 -3.1515 5.4324 -0.1 -0.2 -0.1
C 0.5919 -3.9778 4.6507 0.0 -0.1 0.2
C 0.2524 -3.5666 3.3533 -0.1 -0.2 0.0
C 0.7408 -2.3598 2.8643 0.1 0.1 0.0
C 2.1068 -0.2593 3.1464 0.2 0.0 -0.2
C -0.7646 0.3735 -2.3901 0.0 -0.5 -0.2
C -0.9245 -3.9820 1.3119 -0.1 0.0 -0.2
C 1.5722 -1.5621 3.6366 -0.2 -0.3 0.3
C -4.1724 2.6004 -3.8325 -0.2 0.0 0.1
C -0.0681 3.1623 -2.7362 -0.2 -0.1 0.0
C -2.0643 2.5906 -4.1307 -0.1 0.4 -0.7
C -0.6007 2.5624 -1.4342 0.1 0.5 0.1
C 2.5283 -2.8595 7.5142 0.1 0.1 0.1
C -0.3976 4.0152 -5.8002 -0.2 0.2 -0.1
C 1.4364 1.6352 0.4374 0.3 -0.3 0.1
C 1.9057 -1.9566 4.9265 0.0 0.1 0.0
C -0.2726 0.8760 -3.7454 -0.3 0.1 0.2
H 1.0256 3.1242 -2.7379 0.1 0.0 0.0
H -1.6951 2.5807 -1.4636 0.2 0.1 0.2
H -1.0395 -6.6408 5.5837 0.0 0.0 -0.1
H -0.6290 -6.4012 3.8662 -0.1 0.0 0.1
H -2.2468 4.8059 -6.6305 0.0 0.0 0.0
H -1.8285 3.1723 -7.1824 0.0 0.1 0.0
H 3.4212 0.7783 0.3667 0.0 0.1 0.1
H -4.6469 3.6469 -5.6176 0.0 -0.1 0.1
H -0.3754 4.8592 -5.0897 0.0 0.0 -0.1
H -5.1477 2.4481 -3.4168 -0.3 0.0 0.0
H -0.7331 0.2985 -4.5462 0.0 0.0 -0.1
H 0.7039 1.9054 1.2022 0.0 0.1 0.0
H 2.0072 -0.9515 1.2089 0.1 0.0 0.2
H 3.5264 -2.7286 7.0835 0.0 0.0 0.0
H 2.0925 -1.8764 7.7195 0.0 0.0 0.0
H 2.6078 -3.4207 8.4441 0.0 0.1 0.0
H -1.5034 -3.0530 1.3310 0.0 0.0 0.0
H -0.2627 3.1392 -0.5752 -0.1 -0.1 0.0
H -0.0556 -3.8546 0.6589 0.0 0.0 0.0
H -0.3778 4.2064 -2.8091 0.0 0.0 0.0
H -1.7606 -5.2892 4.6746 0.0 0.0 0.0
H 1.7563 2.5409 -0.0791 -0.1 0.1 0.0
H 0.2736 4.2520 -6.6280 0.0 0.0 0.1
H 0.4506 -2.0339 1.8793 -0.1 0.0 -0.1
H -1.8532 0.4543 -2.3412 0.1 -0.1 0.0
H -0.4558 -0.6604 -2.2317 -0.1 0.1 0.0
H 1.0522 2.7663 -5.0918 -0.1 0.0 0.0
H -1.5499 -4.7856 0.9246 0.0 0.1 0.0
H 0.8098 0.7435 -3.8097 0.1 0.0 0.0
H 2.5356 -1.3018 5.5051 0.0 0.0 0.1
H 3.0690 1.7035 1.8547 0.0 -0.1 -0.2
```
Forces are in eV/Å.

The molar mass is 457.53 g/mol. The LUMO energy comes out at 0.5 eV. For the total energy, the calculation gives -42042.53619 eV. The SMILES is COc1cc(C(=O)NCCC(=O)N2CCC3(CC2)NCCc2[nH]cnc23)cc(OC)c1OC. As for the frontier orbital gap: 8.2 eV. As for the spin multiplicity: 1.


Record 2
# C12H12N2O10PS

A molecular structure, C12H12N2O10PS (ωB97M-V/def2-TZVPD, the Open Molecules 2025 dataset).

```
38
Properties=species:S:1:pos:R:3:forces:R:3
S -6.4878 0.3728 -1.1180 -0.6 0.2 0.1
P -6.4395 -1.5355 0.9630 -0.6 0.4 0.2
O 4.8151 1.0858 -1.9551 0.1 0.0 -0.1
O -2.0604 1.5125 1.4607 -0.1 -0.1 0.0
O 0.1978 0.0287 -3.0843 0.1 0.0 0.0
O 3.6376 -1.0394 2.0714 0.0 0.0 0.0
O 1.5428 1.6182 -1.5554 0.1 0.0 0.0
O 6.1305 -0.7901 2.8035 -0.1 0.0 0.0
O 7.3033 1.2862 -1.2487 0.0 0.0 0.0
O -5.3002 -1.5941 2.1274 0.3 0.1 0.1
O -5.7109 -2.4923 -0.1130 0.3 -0.2 -0.2
O -3.4074 -0.1480 -0.0878 0.3 0.0 0.0
N -6.4776 0.0251 0.5358 0.7 -0.1 -0.3
N -7.7584 -2.2437 1.4252 -0.1 -0.2 -0.1
C -1.5032 1.1917 0.4308 0.2 0.1 0.0
C 4.0735 0.0085 0.0146 -0.1 0.0 -0.1
C 5.0533 0.6282 -0.8518 -0.2 -0.1 0.1
C -2.2287 0.2427 -0.5000 -0.1 -0.1 0.0
C -0.1800 1.6611 0.0474 0.0 0.0 0.1
C 5.8848 -0.3511 1.6947 0.2 0.1 -0.1
C -1.6877 -0.1608 -1.6684 0.1 0.0 -0.1
C -0.3872 0.3191 -2.0499 -0.3 -0.2 0.0
C 6.8706 0.2569 0.8214 0.0 0.0 0.1
C 0.3431 1.2532 -1.1142 0.0 0.1 0.1
C 6.4846 0.7172 -0.3764 0.1 0.0 0.0
C 4.4580 -0.4567 1.2117 -0.1 0.0 0.0
H -5.0839 -0.6751 2.3136 -0.1 0.1 0.1
H -6.4147 -3.0377 -0.4770 0.0 -0.1 -0.1
H -2.2013 -0.8376 -2.3360 -0.1 0.0 0.0
H 0.3383 2.3291 0.7209 0.0 0.0 0.0
H -3.6097 0.2941 0.7593 -0.2 0.0 0.0
H 3.0553 -0.0575 -0.3399 0.0 0.0 0.0
H -8.5273 -1.5874 1.3686 0.0 0.0 0.1
H 1.6530 1.1719 -2.4213 0.0 0.0 0.0
H 4.1757 -1.2703 2.8541 0.0 0.0 0.0
H 7.8918 0.3174 1.1696 0.0 0.0 0.0
H 6.7476 1.5229 -2.0196 0.0 0.0 0.0
H -5.1906 0.4340 -1.4770 0.2 -0.1 0.1
```
Forces are in eV/Å.

The molar mass is 407.27 g/mol. The LUMO energy comes out at -0.2 eV. For the total energy, the calculation gives -56219.66654 eV. As for the total charge: -1. As for the frontier orbital gap: 3.6 eV. As for the spin multiplicity: 1.


Record 3
# C6H10N3S

A gas-phase ion, C6H10N3S (charge +1) (ωB97M-V/def2-TZVPD, the Open Molecules 2025 dataset).

```
20
Properties=species:S:1:pos:R:3:forces:R:3
S -3.8901 0.2056 0.1316 2.4 0.1 0.9
N 0.4657 1.9788 -0.2504 -2.9 -1.6 -0.7
N -1.6943 -0.9785 -0.4453 1.5 -1.4 -0.5
N 1.1113 -0.1801 0.0672 0.5 -1.1 0.5
C -1.2923 0.2289 -0.0358 -0.6 1.8 1.0
C -2.3085 1.0190 0.4617 -0.7 0.6 -1.5
C -2.9491 -1.1959 -0.3612 -0.2 0.7 -0.4
C 0.1375 0.6706 -0.0865 -0.6 0.6 0.4
C 0.9613 -1.5980 0.4740 0.8 -0.2 1.4
C 2.4971 0.1857 -0.2495 -1.5 0.0 -0.3
H -3.2506 -2.1773 -0.6953 -1.0 0.2 0.2
H -2.1712 2.1063 0.6811 -0.7 -1.2 0.2
H 1.7585 -1.9063 1.2067 -0.6 0.8 -0.7
H 2.4499 0.5694 -1.2173 0.1 1.0 -1.8
H 2.9822 0.9028 0.3596 0.3 0.4 1.1
H -0.2043 2.7225 -0.3704 -0.3 -0.4 -0.1
H 1.3209 2.2679 0.0556 2.7 0.9 0.8
H 3.0177 -0.7086 -0.3515 1.2 -1.4 0.3
H 1.0248 -2.2949 -0.3288 0.2 -0.1 -1.1
H 0.0336 -1.8179 0.9545 -0.6 0.4 0.3
```
Forces are in eV/Å.

Its energy above the lowest of the compared OMol25 structures with the same formula, charge and spin is 12.0 kJ/mol. The molar mass is 156.23 g/mol. The LUMO energy comes out at -3.9 eV. For the total energy, the calculation gives -21682.83183 eV. As for the total charge: +1. As for the frontier orbital gap: 9.7 eV. As for the spin multiplicity: 1.


Record 4
# C2H5N3P

A gas-phase ion, C2H5N3P (charge +1) (ωB97M-V/def2-TZVPD, the Open Molecules 2025 dataset).

```
11
Properties=species:S:1:pos:R:3:forces:R:3
P 1.1856 -0.9776 1.2004 0.0 0.5 0.5
N 0.5484 -1.6479 -0.1693 -3.1 3.9 -6.8
N 0.1924 0.6226 1.1537 0.0 -0.2 -0.2
N -0.2795 0.4920 -1.1134 0.0 0.0 -0.7
C -0.3135 1.1144 0.0711 0.0 0.4 0.8
C 0.0075 -0.8429 -1.2579 3.1 -4.7 6.5
H -0.8181 2.0797 0.0901 0.1 -0.1 0.0
H 0.0666 1.1495 2.0132 -0.1 0.1 -0.2
H -0.6442 0.9809 -1.9260 0.0 0.0 0.3
H -0.2425 -1.3614 -2.1638 -0.1 0.1 -0.3
H 0.2973 -1.6092 2.1019 0.0 0.1 0.1
```
Forces are in eV/Å.

Its energy above the lowest of the compared OMol25 structures with the same formula, charge and spin is 29.8 kJ/mol. The molar mass is 102.06 g/mol. The LUMO energy comes out at -5.3 eV. For the total energy, the calculation gives -15906.22722 eV. As for the total charge: +1. The SMILES is C1=NP[NH+]=CN1. As for the frontier orbital gap: 8.2 eV. As for the spin multiplicity: 1.